Version 1
DFT (ωB97M-V/def2-TZVPD) results for one molecule with the formula C8H10O.

* frontier orbital gap: 8.24 eV
* LUMO energy: 0.114 eV
* SMILES: C=C1C=CC=C[C@H]1OC

Geometry (Å):
C1 0.2823 -0.3324 -2.2368
C2 0.4092 -0.3510 -0.9042
C3 1.6753 -0.7042 -0.3061
C4 1.7460 -1.0757 1.0131
C5 0.5803 -1.2496 1.7823
C6 -0.6498 -0.8991 1.4198
C7 -1.0237 -0.0617 0.2528
O1 -0.9963 1.2382 0.6740
C8 -1.1533 2.3229 -0.2841
H1 -0.6964 -0.2282 -2.5933
H2 1.0910 -0.8554 -2.8058
H3 2.5595 -0.6940 -0.8959
H4 2.6030 -1.3178 1.5001
H5 0.6506 -1.8896 2.7362
H6 -1.4879 -1.1636 2.2165
H7 -2.0190 -0.1566 -0.2563
H8 -1.8526 1.7887 -1.0303
H9 -0.1762 2.5135 -0.6846
H10 -1.5419 3.1157 0.4027

***

Version 2
DFT (ωB97M-V/def2-TZVPD) results for one molecule with the formula C8H10O.

* frontier orbital gap (spin up / spin down): 7.53 / 7.62 eV
* LUMO energy (spin up / spin down): 0.108 / -0.309 eV

Geometry (Å):
C1 1.2526 0.8146 0.6650
C2 -0.0330 0.7983 1.4159
C3 0.4430 0.4169 -0.9129
C4 -0.7923 -0.1707 0.4035
C5 1.0452 -0.4639 -1.7411
C6 -2.1145 0.1443 0.0882
O1 -0.0359 1.6201 -1.3987
C7 -0.4779 -1.5419 0.7178
C8 -0.2117 -2.6830 0.9829
H1 0.3706 1.7945 -2.2551
H2 1.9034 -0.0286 0.8684
H3 1.7234 1.7801 0.5119
H4 0.0118 0.3763 2.4181
H5 -0.5219 1.7679 1.3984
H6 1.4015 -1.4091 -1.3696
H7 1.2089 -0.2346 -2.7851
H8 -2.6912 0.8279 0.6934
H9 -2.5276 -0.1180 -0.8739
H10 0.0456 -3.6911 1.1731

***

Most stable of them? version 1.